Entry 1:
The following is a DFT calculation (ωB97M-V/def2-TZVPD) of a cluster of 14 separate species, C26H80N8O14 in total.

XYZ file:
```
128
Properties=species:S:1:pos:R:3
C 13.812 18.498 -2.702
O 14.980 17.858 -3.306
H 13.170 19.061 -3.346
H 13.964 19.231 -1.895
H 13.271 17.732 -2.304
H 14.789 17.341 -4.092
C 12.349 14.227 0.612
O 12.673 14.767 1.811
H 11.373 14.583 0.343
H 12.354 13.095 0.654
H 13.046 14.636 -0.104
H 12.333 15.653 1.833
C 9.931 16.985 3.058
O 11.231 17.001 2.711
H 9.507 16.359 2.335
H 9.445 17.902 2.922
H 9.849 16.433 3.991
H 11.701 17.532 3.335
C 16.273 19.923 -0.180
O 16.574 19.010 -1.134
H 15.441 19.561 0.476
H 16.207 20.976 -0.572
H 17.088 20.000 0.537
H 15.800 18.863 -1.732
C 16.672 16.154 1.041
O 15.307 16.172 0.739
N 17.153 15.258 1.740
N 17.555 16.963 0.537
H 16.404 14.696 2.226
H 18.026 15.416 2.253
H 17.260 17.665 -0.181
H 18.508 16.906 0.795
C 12.128 19.593 4.973
O 12.583 20.786 4.395
N 11.240 19.635 5.961
N 12.425 18.348 4.699
H 10.795 20.530 6.316
H 10.957 18.924 6.604
H 13.296 18.292 4.105
H 12.248 17.460 5.247
C 10.728 23.959 2.971
O 10.416 24.918 2.045
N 11.398 22.894 2.675
N 10.285 23.826 4.189
H 11.669 22.838 1.678
H 11.675 22.171 3.268
H 9.769 24.703 4.723
H 10.594 23.066 4.790
C 10.997 20.132 -5.178
O 10.772 19.317 -4.116
N 10.501 21.257 -5.384
N 11.802 19.763 -6.153
H 10.051 21.731 -4.586
H 10.655 21.871 -6.150
H 12.327 18.831 -6.113
H 12.012 20.257 -7.041
C 10.743 14.405 -2.595
C 11.071 13.513 -3.803
C 9.998 12.447 -4.145
O 11.292 14.109 -4.896
H 9.854 14.950 -2.834
H 11.474 15.223 -2.434
H 10.654 13.901 -1.626
H 12.008 13.126 -3.609
H 10.442 11.815 -4.850
H 9.101 12.914 -4.516
H 9.649 11.790 -3.373
H 11.744 14.913 -4.720
C 13.365 23.730 0.331
C 12.488 23.103 -0.774
C 13.149 22.234 -1.776
O 11.605 22.316 -0.293
H 13.885 22.979 1.004
H 12.822 24.453 0.968
H 14.230 24.187 -0.075
H 12.046 24.009 -1.245
H 12.508 21.828 -2.589
H 13.699 21.432 -1.328
H 13.812 22.864 -2.394
H 11.865 21.399 -0.415
C 9.626 16.672 -0.224
C 9.537 17.551 -1.523
C 9.108 19.048 -1.353
O 10.602 17.700 -2.165
H 10.519 16.800 0.409
H 9.608 15.642 -0.463
H 8.747 17.063 0.278
H 8.912 17.031 -2.269
H 9.405 19.747 -2.141
H 9.285 19.556 -0.400
H 7.945 18.996 -1.373
H 10.471 18.280 -2.914
C 8.333 19.793 4.437
C 8.938 20.934 3.700
C 9.299 20.682 2.236
O 8.258 21.990 3.820
H 7.853 20.218 5.338
H 9.127 19.086 4.743
H 7.482 19.378 3.856
H 9.872 21.044 4.218
H 9.475 21.561 1.683
H 8.413 20.356 1.732
H 9.925 19.908 2.097
H 8.846 22.748 3.688
C 13.001 17.716 0.218
C 12.114 18.980 0.356
C 12.700 19.989 1.330
O 11.876 19.663 -0.667
H 13.108 17.293 1.178
H 14.014 17.924 -0.090
H 12.504 17.069 -0.482
H 11.181 18.668 0.748
H 12.880 19.631 2.264
H 12.046 20.796 1.453
H 13.661 20.451 1.084
H 11.241 19.146 -1.212
C 15.668 19.915 3.824
C 15.804 18.520 3.246
C 16.490 17.529 4.178
O 14.749 18.033 2.848
H 16.560 20.394 4.140
H 15.094 19.916 4.731
H 15.225 20.606 3.121
H 16.513 18.634 2.422
H 17.393 17.926 4.380
H 16.554 16.574 3.695
H 15.851 17.352 5.078
H 14.815 17.476 2.093
```

Output
**Total energy**: -2529.6364 a.u.
**Charge**: 0
**Highest occupied orbital energy**: -0.320 hartree



Entry 2:
The following is a DFT calculation (ωB97M-V/def2-TZVPD) of a cluster of 12 separate species, C26H82N6O12 in total.

XYZ file:
```
126
Properties=species:S:1:pos:R:3
O -2.009 3.585 -0.042
H -2.709 3.305 0.562
H -1.167 3.830 0.514
H -1.725 2.886 -0.737
C -0.161 0.480 0.453
C -0.818 0.409 -0.924
O -0.923 1.665 -1.541
H -0.862 1.026 1.094
H 0.820 0.946 0.405
H -0.115 -0.525 0.885
H -1.724 -0.212 -0.884
H -0.199 -0.218 -1.587
C -0.841 -3.703 -5.502
C -0.053 -2.843 -6.504
C 0.690 -1.692 -5.826
O 1.625 -2.083 -4.834
C 2.226 -0.971 -4.206
N 0.939 -3.719 -7.178
H -1.649 -3.208 -4.964
H -0.190 -4.131 -4.737
H -1.150 -4.560 -6.104
H -0.773 -2.400 -7.189
H -0.066 -1.115 -5.274
H 1.186 -1.083 -6.589
H 2.644 -0.273 -4.941
H 3.077 -1.316 -3.625
H 1.492 -0.416 -3.614
H 1.726 -3.761 -6.533
H 1.302 -3.169 -7.954
C 1.318 5.417 0.309
C 0.937 4.919 1.698
C 0.129 5.969 2.467
O 0.164 5.641 3.848
C -0.484 6.540 4.702
N 0.087 3.726 1.577
H 1.864 4.691 -0.292
H 1.946 6.308 0.337
H 0.402 5.619 -0.253
H 1.871 4.658 2.206
H -0.927 5.932 2.170
H 0.436 7.013 2.357
H 0.091 7.453 4.881
H -0.681 6.060 5.660
H -1.476 6.841 4.344
H 0.712 2.985 1.254
H -0.085 3.416 2.540
C 0.298 -3.447 3.089
C -0.831 -4.397 2.732
C -2.002 -4.379 3.710
O -1.574 -5.028 4.898
C -1.887 -6.403 5.032
N -1.278 -4.032 1.381
H 0.732 -3.675 4.059
H -0.096 -2.426 3.067
H 1.011 -3.543 2.270
H -0.450 -5.417 2.624
H -2.847 -4.927 3.275
H -2.355 -3.362 3.898
H -2.977 -6.508 5.015
H -1.478 -6.724 5.984
H -1.505 -6.994 4.194
H -1.241 -3.041 1.182
H -2.201 -4.380 1.158
C 1.708 3.775 5.982
C 0.383 3.199 6.486
C 0.144 1.823 5.905
O 0.270 1.758 4.512
C -0.250 0.577 3.930
N 0.482 3.114 7.956
H 1.950 4.670 6.564
H 1.740 3.990 4.919
H 2.524 3.114 6.287
H -0.435 3.883 6.238
H -0.885 1.532 6.180
H 0.763 1.074 6.419
H -1.294 0.659 3.613
H -0.208 -0.272 4.616
H 0.350 0.368 3.047
H 0.463 4.074 8.279
H -0.334 2.630 8.317
C -3.228 -2.088 -2.210
C -3.762 -0.767 -2.742
C -4.110 -0.806 -4.219
O -2.901 -0.641 -4.939
C -2.871 -0.777 -6.335
N -4.989 -0.422 -2.013
H -3.915 -2.919 -2.366
H -2.938 -2.038 -1.156
H -2.245 -2.310 -2.638
H -2.969 -0.017 -2.641
H -4.824 -0.012 -4.458
H -4.545 -1.782 -4.459
H -3.615 -0.170 -6.860
H -3.034 -1.847 -6.514
H -1.922 -0.545 -6.815
H -4.834 -0.527 -1.015
H -5.086 0.591 -2.090
C 3.101 -1.977 0.763
C 4.008 -1.472 -0.377
C 4.184 -2.569 -1.426
O 5.028 -3.561 -0.874
C 5.264 -4.646 -1.735
N 3.489 -0.221 -0.914
H 3.637 -2.670 1.415
H 2.151 -2.423 0.459
H 2.764 -1.133 1.375
H 5.017 -1.240 -0.034
H 4.676 -2.153 -2.313
H 3.221 -2.931 -1.805
H 5.632 -4.315 -2.711
H 4.344 -5.235 -1.816
H 6.019 -5.298 -1.295
H 2.496 -0.247 -1.146
H 3.435 0.412 -0.118
O 1.634 2.466 -2.303
H 0.743 2.083 -2.128
H 2.040 2.534 -1.433
O -3.498 2.738 -2.218
H -3.801 2.812 -3.130
H -2.683 2.200 -2.265
O -1.268 1.595 -4.583
H -1.880 0.857 -4.753
H -1.159 1.585 -3.619
O 3.063 2.614 0.829
H 3.684 3.321 0.615
H 2.859 2.743 1.764
```

Output
**Total energy**: -2271.0412 a.u.
**Charge**: 0
**Highest occupied orbital energy**: -0.323 hartree